DFT (ωB97M-V/def2-TZVPD) results for a molecular structure, C23H15BrN2O3W at a distorted geometry.

Calculated values
HOMO (spin up / spin down), eV: -14.47 / -14.47
E, hartree: -3861.28217
Expectation value of S²: 2.0185
ΔE to the lowest compared entry with this formula, charge and spin, kJ/mol: 29.6
Spin multiplicity: 3
Molar mass, u: 631.13
HOMO-LUMO gap (spin up / spin down), eV: 6.6 / 6.1
Charge: +2

Last column: Löwdin charge in e.
Cartesian coordinates (Å):
W: -0.00050 -0.31903 -1.17966  1.8894
Br: -5.86255 -2.61395 2.99667  0.8459
C: -4.56498 -2.08958 1.73764  -0.6592
C: -4.92921 -1.91140 0.39825  -0.0460
C: -3.99454 -1.50159 -0.53401  0.0381
C: -2.68895 -1.27198 -0.13884  -0.2552
O: -1.75535 -0.83795 -1.00114  -0.2130
C: -2.29603 -1.48324 1.20185  -0.1230
C: -0.93443 -1.38314 1.58228  0.0215
N: 0.04567 -1.05869 0.76984  -0.0640
C: 1.39152 -1.25536 1.21055  -0.1881
C: 1.86252 -1.23045 2.49936  0.0308
C: 3.19651 -1.59017 2.76459  -0.0144
C: 4.03516 -1.99349 1.76044  0.0250
C: 3.58703 -2.00054 0.42025  -0.1190
C: 4.36625 -2.39643 -0.68891  0.0721
C: 3.82994 -2.34052 -1.95381  0.0082
C: 2.53453 -1.86272 -2.13642  -0.0478
N: 1.76657 -1.49183 -1.11443  -0.0674
C: 2.27090 -1.58417 0.15807  -0.1517
C: -3.26393 -1.89157 2.13601  -0.0422
H: -5.95005 -2.09308 0.09137  0.1259
H: -4.26653 -1.36756 -1.57293  0.1405
H: -0.69031 -1.66741 2.60113  0.1481
H: 1.22426 -0.92902 3.32037  0.1296
H: 3.55113 -1.55678 3.78528  0.1298
H: 5.04641 -2.30601 1.98570  0.1373
H: 5.38043 -2.74272 -0.53344  0.1449
H: 4.40687 -2.64513 -2.81476  0.1322
H: 2.11578 -1.76213 -3.12977  0.1386
H: -2.97773 -2.06209 3.16643  0.1258
O: 1.30981 1.15113 -1.42747  -0.0942
C: 0.19676 1.70004 -1.88568  -0.5623
O: -0.47164 0.91829 -2.68354  -0.0624
C: -0.23679 3.00819 -1.47714  -0.1585
C: -1.51228 3.47390 -1.83399  0.0151
C: -1.89043 4.74711 -1.46803  -0.0318
C: -1.00028 5.56458 -0.77536  -0.0106
C: 0.26772 5.10715 -0.42456  -0.0315
C: 0.65325 3.82902 -0.76490  0.0135
H: -2.17654 2.83178 -2.39804  0.1302
H: -2.87037 5.12307 -1.72707  0.1232
H: -1.29155 6.57277 -0.51195  0.1261
H: 0.95089 5.75997 0.10069  0.1230
H: 1.63506 3.45273 -0.51091  0.1274